Entry 1:
Entry from the OMol25 dataset: C45H85BN10O4PdSi as an isolated structure (the ωB97M-V functional and the def2-TZVPD basis).

CARTESIAN COORDINATES (ANGSTROEM)
Pd 1.318 -0.110 -1.034
C 2.339 1.599 -6.196
C 2.041 1.300 -4.729
C 2.981 2.065 -3.792
C 0.604 1.606 -4.392
C -0.480 1.879 -5.245
C -1.562 2.095 -4.408
C -2.927 2.416 -4.989
C -3.062 3.907 -5.324
C -4.156 1.890 -4.246
N -1.103 1.946 -3.123
N 0.212 1.648 -3.139
B -1.818 1.941 -1.710
N -2.162 0.450 -1.354
N -1.228 -0.516 -1.530
C -1.828 -1.677 -1.348
C -3.185 -1.482 -1.025
C -3.363 -0.116 -1.028
C -4.637 0.616 -0.717
C -5.830 -0.002 -1.452
C -4.898 0.621 0.793
C -1.161 -3.006 -1.597
C 0.360 -2.928 -1.563
C -1.651 -3.569 -2.938
N -0.931 2.662 -0.641
N 0.334 2.222 -0.399
C 0.896 3.075 0.435
C -0.020 4.087 0.780
C -1.177 3.794 0.095
C -2.411 4.658 0.215
C -3.640 3.961 0.798
C -2.766 5.396 -1.070
C 2.313 2.965 0.941
C 2.320 2.694 2.449
C 3.104 1.888 0.213
H 3.388 1.388 -6.421
H 1.720 0.990 -6.860
H 2.145 2.652 -6.422
H 2.206 0.229 -4.564
H 2.812 3.141 -3.890
H 2.761 1.781 -2.761
H 4.031 1.857 -4.025
H -0.500 1.908 -6.325
H -2.911 1.897 -5.951
H -2.993 4.513 -4.428
H -2.258 4.217 -5.994
H -4.023 4.115 -5.810
H -4.480 2.577 -3.466
H -4.988 1.764 -4.945
H -3.942 0.929 -3.778
H -2.839 2.549 -1.804
H -3.923 -2.239 -0.798
H -4.529 1.641 -1.056
H -5.994 -1.029 -1.117
H -6.742 0.571 -1.254
H -5.663 -0.024 -2.529
H -5.091 -0.398 1.142
H -4.030 0.996 1.333
H -5.764 1.243 1.043
H -1.483 -3.693 -0.812
H 0.716 -2.228 -2.326
H 0.693 -2.545 -0.592
H 0.793 -3.919 -1.747
H -1.359 -2.895 -3.748
H -1.212 -4.554 -3.130
H -2.739 -3.666 -2.955
H 0.132 4.917 1.457
H -2.114 5.415 0.946
H -4.088 3.287 0.075
H -3.370 3.381 1.681
H -4.393 4.703 1.086
H -3.061 4.679 -1.828
H -3.600 6.087 -0.903
H -1.910 5.962 -1.444
H 2.784 3.939 0.769
H 1.696 1.828 2.679
H 3.341 2.493 2.793
H 1.942 3.552 3.008
H 2.535 0.936 0.286
H 3.225 2.135 -0.843
H 4.091 1.769 0.672
C 3.696 -1.944 -2.534
N 4.941 -2.697 -2.818
C 6.071 -1.838 -2.455
N 6.045 -1.422 -1.050
C 4.769 -0.710 -0.814
N 3.618 -1.541 -1.136
C 3.659 -2.734 -0.297
N 4.899 -3.512 -0.514
C 4.962 -3.868 -1.933
C 6.035 -2.633 -0.222
H 2.841 -2.578 -2.768
H 3.661 -1.054 -3.166
H 6.044 -0.945 -3.083
H 7.004 -2.377 -2.648
H 4.742 0.196 -1.421
H 4.715 -0.431 0.239
H 2.799 -3.365 -0.526
H 3.603 -2.436 0.751
H 4.105 -4.501 -2.174
H 5.881 -4.434 -2.116
H 6.963 -3.187 -0.393
H 5.988 -2.338 0.828
C -2.550 0.823 3.474
C -1.500 0.769 4.588
C -1.164 2.195 5.020
C -2.031 -0.005 5.799
O -0.300 0.189 4.118
Si -0.037 -1.214 3.221
O 0.419 -1.019 1.754
O -1.453 -2.063 3.533
C -1.727 -3.437 3.384
C -0.942 -4.017 2.212
C -1.384 -4.178 4.680
C -3.223 -3.547 3.099
O 1.057 -2.086 4.178
C 2.458 -1.911 4.253
C 2.955 -0.669 3.503
C 2.815 -1.784 5.735
C 3.104 -3.161 3.655
H -3.423 1.400 3.794
H -2.860 -0.190 3.209
H -2.108 1.287 2.586
H -2.003 2.638 5.565
H -0.948 2.809 4.145
H -0.283 2.185 5.666
H -2.967 0.437 6.154
H -1.295 0.024 6.608
H -2.202 -1.045 5.520
H 0.132 -3.970 2.415
H -1.135 -3.403 1.332
H -1.235 -5.053 2.020
H -0.356 -3.946 4.959
H -1.495 -5.258 4.548
H -2.047 -3.852 5.487
H -3.446 -3.075 2.138
H -3.784 -3.023 3.878
H -3.542 -4.594 3.070
H 2.565 0.235 3.979
H 2.580 -0.675 2.473
H 4.049 -0.635 3.516
H 2.222 -0.974 6.166
H 3.877 -1.561 5.870
H 2.573 -2.710 6.266
H 2.802 -3.246 2.608
H 2.753 -4.050 4.187
H 4.196 -3.118 3.711

Values from the calculation:
Orbital gap = 4.389 eV
HOMO level = -0.105 eV
Largest force on an atom = 0.00723 hartree/bohr
Net charge = -2
Energy = -3056.7202 Ha

***

Entry 2:
Entry from the OMol25 dataset: a 10-piece molecular cluster, C45H92NO19 overall in a non-equilibrium geometry (the ωB97M-V functional and the def2-TZVPD basis).

CARTESIAN COORDINATES (ANGSTROEM)
C 1.580 -0.840 -3.037
O 2.199 -2.044 -3.511
C 1.225 -2.968 -3.945
C 0.527 -3.692 -2.734
C -0.916 -4.158 -3.111
C -1.929 -3.605 -2.032
C -2.924 -2.554 -2.582
C -4.048 -3.159 -3.488
C -4.898 -1.820 -3.661
C -3.706 -0.859 -4.030
N -2.427 -1.467 -3.459
H 0.729 -0.532 -3.676
H 2.360 -0.067 -3.024
H 1.231 -1.027 -2.003
H 0.478 -2.479 -4.604
H 1.742 -3.755 -4.514
H 0.571 -3.022 -1.866
H 1.099 -4.595 -2.474
H -1.263 -3.795 -4.096
H -1.018 -5.252 -3.133
H -1.428 -3.274 -1.109
H -2.552 -4.463 -1.718
H -3.336 -2.009 -1.715
H -4.555 -4.047 -3.110
H -3.569 -3.231 -4.486
H -5.236 -1.634 -2.637
H -5.705 -1.898 -4.394
H -3.866 0.183 -3.727
H -3.625 -0.967 -5.125
H -1.912 -0.715 -2.999
H -1.859 -1.729 -4.264
O -5.557 0.216 -1.584
C -5.517 0.473 -0.403
O -4.482 0.039 0.309
C -4.220 0.395 1.676
C -5.008 -0.467 2.641
C -6.635 1.212 0.276
H -4.378 1.463 1.833
H -3.156 0.216 1.825
H -6.084 -0.341 2.510
H -4.756 -0.214 3.671
H -4.789 -1.523 2.473
H -7.447 0.513 0.478
H -6.990 1.994 -0.393
H -6.344 1.702 1.202
O -4.422 5.094 1.830
C -3.234 5.040 1.652
O -2.686 3.880 1.268
C -1.319 3.716 0.870
C -0.399 3.548 2.060
C -2.353 6.230 1.914
H -1.010 4.529 0.209
H -1.296 2.806 0.270
H -0.407 4.428 2.705
H 0.627 3.373 1.731
H -0.716 2.708 2.670
H -2.171 6.302 2.986
H -2.872 7.125 1.576
H -1.401 6.202 1.389
O 0.528 1.670 4.224
C 1.695 1.389 4.324
O 2.392 1.134 3.211
C 3.813 0.939 3.182
C 4.184 -0.483 3.545
C 2.360 1.258 5.664
H 4.320 1.678 3.804
H 4.119 1.138 2.155
H 3.874 -0.738 4.560
H 5.262 -0.626 3.470
H 3.686 -1.187 2.875
H 2.114 0.283 6.084
H 1.981 2.041 6.318
H 3.441 1.373 5.637
O -4.585 -4.437 1.033
C -5.558 -4.306 0.344
O -6.183 -3.120 0.313
C -7.247 -2.799 -0.590
C -8.583 -3.303 -0.085
C -6.121 -5.464 -0.436
H -7.019 -3.153 -1.598
H -7.269 -1.712 -0.644
H -8.598 -4.389 0.008
H -9.386 -3.005 -0.760
H -8.789 -2.897 0.907
H -6.705 -6.090 0.237
H -5.292 -6.046 -0.838
H -6.739 -5.173 -1.283
O 2.263 -1.607 7.469
C 1.159 -1.858 7.875
O 0.336 -2.593 7.117
C -0.936 -3.077 7.562
C -2.011 -2.019 7.422
C 0.671 -1.306 9.186
H -0.867 -3.475 8.575
H -1.173 -3.921 6.914
H -1.798 -1.143 8.035
H -2.982 -2.417 7.718
H -2.071 -1.676 6.388
H 0.363 -0.271 9.037
H 1.491 -1.338 9.901
H -0.150 -1.866 9.626
O 8.169 0.323 -5.814
C 7.024 0.092 -5.549
O 6.298 -0.675 -6.380
C 4.978 -1.134 -6.085
C 3.944 -0.077 -6.412
C 6.370 0.699 -4.337
H 4.908 -1.486 -5.055
H 4.815 -2.004 -6.721
H 4.087 0.825 -5.815
H 2.937 -0.456 -6.227
H 4.026 0.224 -7.458
H 6.091 1.728 -4.566
H 7.087 0.694 -3.519
H 5.493 0.158 -3.987
O 5.534 -1.419 -0.704
C 5.750 -2.364 0.005
O 6.955 -2.512 0.567
C 7.262 -3.511 1.546
C 7.579 -4.843 0.899
C 4.699 -3.420 0.221
H 6.466 -3.583 2.289
H 8.143 -3.146 2.072
H 6.729 -5.233 0.337
H 7.859 -5.580 1.653
H 8.403 -4.734 0.192
H 4.691 -4.089 -0.640
H 3.730 -2.930 0.307
H 4.835 -4.004 1.128
O 7.620 3.569 4.276
C 7.030 4.431 3.688
O 5.716 4.282 3.455
C 4.876 5.303 2.907
C 4.973 5.349 1.396
C 7.749 5.640 3.153
H 5.084 6.268 3.371
H 3.859 5.034 3.194
H 5.983 5.589 1.063
H 4.291 6.097 0.990
H 4.722 4.376 0.970
H 8.247 5.370 2.222
H 8.495 5.948 3.884
H 7.106 6.501 2.981
O -1.293 4.426 -3.520
C -2.179 4.182 -4.292
O -1.882 3.919 -5.573
C -2.839 3.473 -6.540
C -3.617 4.632 -7.127
C -3.620 4.231 -3.857
H -3.489 2.703 -6.116
H -2.260 2.991 -7.327
H -4.191 5.161 -6.366
H -4.307 4.282 -7.896
H -2.935 5.358 -7.571
H -3.946 5.271 -3.838
H -3.694 3.814 -2.854
H -4.296 3.656 -4.487

Values from the calculation:
Orbital gap = 8.499 eV
HOMO level = -11.156 eV
Largest force on an atom = 0.05508 hartree/bohr
Net charge = +1
Energy = -3253.8950 Ha